# 1
The following is a DFT calculation (ωB97M-V/def2-TZVPD) of C39H45IrNO6PS as an isolated structure.

Properties
**LUMO (spin up / spin down)**: 0.41 / -1.30 eV
**Orbital gap (spin up / spin down)**: 8.09 / 6.64 eV
**Multiplicity**: 5
**Charge**: 0
**HOMO energy (spin up / spin down)**: -7.68 / -7.94 eV

The geometry in XYZ format:
```
94
Properties=species:S:1:pos:R:3:forces:R:3:mulliken_spin:R:1
Ir 0.526834 0.199016 0.891183 0.541 -0.075 -0.204 2.76
C -2.833826 -4.171533 4.627485 0.007 -0.037 0.016 0.00
C -2.660739 -3.063967 3.622927 0.106 -0.054 -0.003 -0.03
C -3.697379 -2.191538 3.338524 -0.047 0.038 0.022 0.08
C -3.525580 -1.167028 2.418421 0.096 -0.022 -0.026 -0.03
C -4.674168 -0.250487 2.101350 -0.015 0.043 -0.046 0.00
C -2.294842 -1.020936 1.786114 -0.150 0.012 -0.159 0.04
C -1.225051 -1.888071 2.036364 -0.080 -0.055 -0.015 -0.01
C -1.446121 -2.910478 2.971138 0.107 0.078 0.091 0.05
N 0.000458 -1.686042 1.342745 -0.211 -0.017 0.287 0.62
C 0.928647 -2.845612 1.171610 -0.127 -0.038 -0.070 -0.18
C 1.937269 -2.523187 0.063770 -0.033 0.093 -0.084 0.01
C 2.896695 -3.682490 -0.215850 0.023 0.019 0.000 0.00
C 3.691090 -3.977786 1.055781 0.039 0.022 0.027 0.01
C 2.711776 -4.316002 2.180022 -0.010 0.013 0.019 0.00
C 1.881872 -5.542055 1.782903 0.018 -0.045 0.005 0.00
C 1.124099 -5.266605 0.479221 -0.025 0.019 -0.003 0.00
C 2.114637 -4.924628 -0.630976 0.007 -0.035 -0.036 0.00
C 0.159222 -4.093996 0.685794 0.031 -0.034 0.070 0.04
C 1.775890 -3.126336 2.432562 -0.044 -0.021 -0.048 0.03
H -3.857749 -4.208739 4.997121 0.000 -0.001 0.002 0.00
H -2.173149 -4.032212 5.485369 0.000 0.005 -0.007 0.00
H -2.599509 -5.142895 4.187548 0.004 0.004 0.003 0.00
H -4.652327 -2.311848 3.838416 0.001 0.011 -0.008 0.00
H -5.532058 -0.473998 2.734580 -0.001 -0.004 -0.007 0.00
H -4.988635 -0.358012 1.061406 0.018 0.013 -0.010 0.00
H -4.403084 0.792206 2.256482 0.009 0.049 0.001 0.00
H -2.183965 -0.245452 1.039647 0.071 0.021 -0.024 0.05
H -0.671202 -3.611686 3.221347 0.098 -0.023 0.037 0.01
H 2.528205 -1.664489 0.367410 0.061 0.059 0.015 -0.01
H 1.403756 -2.236782 -0.846830 -0.018 0.004 -0.008 -0.01
H 3.576950 -3.381468 -1.017987 0.009 0.022 -0.008 0.00
H 4.291880 -3.104494 1.334090 -0.006 -0.006 -0.007 0.00
H 4.382927 -4.809868 0.890560 -0.013 -0.004 -0.004 0.00
H 3.263376 -4.527057 3.100540 -0.006 -0.009 -0.008 0.00
H 1.176945 -5.794357 2.581995 -0.009 0.011 -0.001 0.00
H 2.540181 -6.406570 1.652900 -0.001 0.001 0.001 0.00
H 0.542800 -6.149329 0.199145 0.008 -0.001 0.012 0.00
H 1.578154 -4.738453 -1.566265 -0.005 0.001 0.004 0.00
H 2.797085 -5.762063 -0.807749 0.004 0.004 0.006 0.00
H -0.623736 -4.396774 1.374289 0.011 0.002 0.003 -0.01
H -0.336149 -3.836870 -0.255750 0.011 0.007 -0.008 0.00
H 2.358797 -2.227485 2.656475 0.028 0.036 -0.010 -0.01
H 1.173121 -3.323916 3.313291 -0.103 -0.011 0.048 0.00
O 0.517584 4.017604 2.668038 0.122 0.116 -0.027 0.02
S 0.377548 2.860278 1.856907 -0.059 -0.632 -0.141 -0.04
O -0.441963 3.289093 0.581011 -0.089 0.100 0.034 0.00
O -0.337439 1.715906 2.484146 -0.057 0.068 0.077 0.12
O 1.631499 2.279534 1.303004 -0.270 0.098 0.003 0.05
O 2.289204 0.315592 -0.558902 -0.248 0.028 0.179 0.12
P 3.677252 0.882460 -0.679722 0.022 0.163 0.013 0.06
C 3.670491 2.398768 -1.642448 0.103 -0.042 -0.023 0.00
C 4.773297 2.800661 -2.394992 0.053 -0.046 -0.024 0.00
C 4.729014 3.984894 -3.111820 -0.011 0.020 -0.015 0.00
C 3.580605 4.765471 -3.086259 0.031 0.030 -0.006 0.00
C 2.478170 4.361955 -2.348657 -0.036 -0.012 0.020 0.00
C 2.518103 3.178336 -1.627317 -0.021 0.046 0.066 0.01
C 4.485346 1.174984 0.901663 0.059 0.043 -0.037 0.01
C 3.972493 0.621024 2.066963 -0.040 -0.132 0.045 -0.06
C 4.619471 0.810086 3.278893 -0.017 -0.020 -0.025 0.02
C 5.787888 1.553227 3.329525 0.027 0.023 -0.003 0.00
C 6.308905 2.109779 2.168687 -0.007 0.000 0.022 0.00
C 5.659965 1.922436 0.959628 0.008 0.050 -0.008 0.00
C 4.727397 -0.281445 -1.564654 -0.013 -0.038 -0.010 0.01
C 4.431863 -0.536750 -2.904120 -0.023 -0.010 -0.038 0.00
C 5.132486 -1.508013 -3.597096 0.016 -0.008 -0.023 0.00
C 6.133440 -2.230783 -2.958171 0.006 -0.008 -0.013 0.00
C 6.430656 -1.981949 -1.627762 0.004 -0.016 0.012 0.00
C 5.726734 -1.010096 -0.929206 0.018 -0.025 0.058 0.00
H 5.660599 2.179496 -2.445450 -0.009 0.000 0.038 0.00
H 5.585641 4.293768 -3.696492 -0.004 0.002 0.001 0.00
H 3.546899 5.691683 -3.645577 -0.003 -0.005 -0.005 0.00
H 1.582866 4.969656 -2.326153 0.001 -0.003 -0.003 0.00
H 1.668854 2.865166 -1.037372 -0.031 -0.012 0.023 0.01
H 3.054417 0.044494 2.041836 0.013 0.016 -0.030 0.04
H 4.201043 0.385670 4.182221 0.004 0.005 -0.008 0.00
H 6.290771 1.707538 4.275277 -0.003 0.003 0.002 0.00
H 7.215253 2.699526 2.206723 0.001 -0.005 0.002 0.00
H 6.069625 2.374259 0.064870 -0.024 0.001 -0.042 0.00
H 3.649638 0.024365 -3.402601 -0.004 -0.003 0.019 0.00
H 4.901071 -1.701645 -4.636289 -0.002 -0.006 0.003 0.00
H 6.681921 -2.989058 -3.502058 -0.001 0.000 0.001 0.00
H 7.209018 -2.543671 -1.127868 -0.005 -0.006 -0.008 0.00
H 5.957252 -0.826227 0.113195 -0.009 0.019 -0.014 0.00
C -1.403564 3.046466 -1.551123 -0.109 -0.082 -0.057 0.02
C -1.351523 2.354963 -0.197301 0.237 0.261 0.041 0.01
C -2.687638 2.385317 0.522486 -0.107 -0.046 -0.077 0.01
O -0.845262 1.099697 -0.344161 -0.018 0.014 -0.033 0.20
H -2.116820 2.518285 -2.185174 -0.003 0.004 0.020 0.00
H -0.425465 3.002935 -2.028021 0.011 -0.015 0.037 0.00
H -1.716214 4.084594 -1.447927 0.006 0.004 0.025 0.00
H -3.136684 3.376676 0.460181 0.052 0.008 0.017 0.00
H -2.562815 2.118855 1.567491 0.039 -0.067 0.062 0.00
H -3.353925 1.666713 0.043885 -0.020 0.020 -0.014 0.00
```
Positions in Å, forces in eV/Å.



# 2
The following is a DFT calculation (ωB97M-V/def2-TZVPD) of C2H4NP as an isolated structure at a distorted geometry.

Properties
**LUMO**: -0.18 eV
**Orbital gap**: 8.53 eV
**Charge**: 0
**HOMO energy**: -8.71 eV

The geometry in XYZ format:
```
8
Properties=species:S:1:pos:R:3:forces:R:3:mulliken_charge:R:1
C -0.299095 -0.371546 0.066189 -0.493 -0.799 -1.360 0.44
C 0.581086 0.505293 0.861130 -4.058 2.596 -1.669 -0.88
N -0.698982 -1.535933 0.073551 -0.682 2.113 -1.396 -0.47
P -1.335272 -0.123550 -1.544658 1.753 -2.363 1.026 -0.02
H 0.347493 0.225310 1.819288 0.639 -0.534 2.749 0.32
H 0.182243 1.575202 0.705166 0.730 -1.528 0.285 0.26
H 1.510210 0.454777 0.456615 3.060 -0.263 -0.470 0.32
H -0.287684 -0.729552 -2.437280 -0.948 0.777 0.834 0.03
```
Positions in Å, forces in eV/Å.



# 3
The following is a DFT calculation (ωB97M-V/def2-TZVPD) of one molecule with the formula C15H21NO.

Properties
**SMILES**: C[C@@H]1CCCN(C(=O)CCc2ccccc2)C1
**LUMO**: 0.82 eV
**Orbital gap**: 9.86 eV
**Charge**: 0
**HOMO energy**: -9.04 eV

The geometry in XYZ format:
```
38
Properties=species:S:1:pos:R:3:forces:R:3:mulliken_charge:R:1
C 2.773081 1.586958 1.037126 -0.194 -0.247 0.047 -1.76
C 2.158381 0.197165 1.161122 0.343 0.107 -0.189 1.07
C 3.100411 -0.773200 1.874930 -0.400 -0.051 0.147 -1.04
C 2.475431 -2.164557 1.931536 0.218 0.035 -0.218 -0.55
C 2.119330 -2.635131 0.523244 -0.109 -0.382 0.315 -0.97
N 1.234938 -1.680785 -0.117449 0.410 -0.083 0.039 0.18
C -0.025548 -2.059494 -0.434760 -0.241 0.125 -0.406 0.86
O -0.420640 -3.192556 -0.223565 -0.297 -0.249 0.081 -0.69
C -0.943153 -1.026925 -1.067673 0.004 -0.142 0.193 -0.80
C -1.593050 -0.139102 0.007072 0.037 -0.041 -0.259 -0.23
C -2.503686 0.866090 -0.637572 0.007 0.026 0.138 0.06
C -3.810496 0.526871 -0.964659 0.040 0.004 0.023 -0.35
C -4.638589 1.437776 -1.595084 -0.087 -0.011 -0.046 -0.59
C -4.169034 2.701833 -1.909824 -0.060 0.076 -0.051 -0.40
C -2.868123 3.049257 -1.589751 0.018 0.094 -0.055 -0.69
C -2.041934 2.135689 -0.959300 -0.002 -0.028 0.020 -0.08
C 1.818078 -0.365879 -0.227390 -0.145 0.337 0.235 -1.35
H 3.689612 1.547056 0.452181 0.135 0.031 -0.073 0.36
H 3.011680 1.984954 2.020371 0.055 0.086 0.076 0.41
H 2.084250 2.272444 0.548195 -0.044 0.141 -0.062 0.37
H 1.231506 0.267198 1.741785 -0.024 -0.042 -0.049 0.17
H 3.310223 -0.413484 2.884045 0.084 0.053 0.002 0.38
H 4.047849 -0.819854 1.331875 0.101 0.042 -0.031 0.34
H 3.166259 -2.874140 2.388412 -0.023 -0.053 0.048 0.37
H 1.567059 -2.135566 2.536548 -0.033 -0.057 0.039 0.31
H 1.603047 -3.595586 0.550029 0.147 0.123 -0.063 0.44
H 3.029828 -2.731778 -0.080127 -0.013 -0.010 0.005 0.34
H -0.420467 -0.416412 -1.804843 -0.033 0.036 0.001 0.33
H -1.728831 -1.581048 -1.583965 0.123 0.001 0.010 0.44
H -2.157454 -0.778955 0.688093 0.060 0.018 0.053 0.43
H -0.821815 0.376336 0.582065 -0.011 -0.004 0.070 -0.06
H -4.179785 -0.458497 -0.718946 -0.046 -0.120 0.038 0.40
H -5.653557 1.161627 -1.841192 -0.079 -0.021 -0.015 0.37
H -4.815131 3.414097 -2.401404 -0.051 0.054 -0.033 0.37
H -2.495867 4.034456 -1.831061 0.023 0.074 -0.015 0.38
H -1.027374 2.414966 -0.708643 0.109 0.015 0.045 0.37
H 1.148935 0.314711 -0.749278 0.011 -0.021 -0.045 0.44
H 2.744638 -0.446536 -0.812143 -0.035 0.087 -0.013 0.36
```
Positions in Å, forces in eV/Å.



# 4
The following is a DFT calculation (ωB97M-V/def2-TZVPD) of C23H19FeN7O2S5Se as an isolated structure.

Properties
**LUMO (spin up / spin down)**: 3.94 / 3.94 eV
**Orbital gap (spin up / spin down)**: 5.73 / 5.86 eV
**Multiplicity**: 5
**Charge**: -2
**HOMO energy (spin up / spin down)**: -1.79 / -1.92 eV

The geometry in XYZ format:
```
58
Properties=species:S:1:pos:R:3:forces:R:3:mulliken_spin:R:1
Fe 0.118357 0.846570 -0.869753 -0.286 0.389 0.291 3.74
S -0.319676 3.004120 0.334403 0.075 -0.056 -0.100 0.09
C -1.806112 3.527118 -0.375732 -0.054 0.013 -0.053 -0.01
C -2.560305 4.525906 0.255028 0.076 -0.022 0.008 0.00
C -3.751742 5.008882 -0.266533 -0.056 0.106 0.106 0.00
C -4.469265 6.035752 0.435068 0.014 -0.103 -0.079 0.00
N -5.044582 6.856055 1.003717 0.019 0.022 0.018 0.00
C -4.236523 4.479173 -1.472958 -0.095 0.043 -0.097 0.00
C -3.507889 3.481228 -2.108683 0.004 -0.021 -0.015 0.00
C -2.308478 2.980657 -1.596497 0.043 0.017 0.012 0.00
S -1.472239 1.739679 -2.477097 0.039 -0.099 0.010 0.07
C -5.458531 4.949268 -2.058394 0.072 -0.045 0.067 0.00
N -6.439800 5.313557 -2.540498 0.000 0.008 -0.012 0.00
H -2.191135 4.933554 1.187119 0.004 0.006 -0.005 -0.01
H -3.880968 3.070275 -3.037955 0.001 -0.006 0.005 -0.01
O 3.971222 1.097469 1.512909 0.196 -0.008 0.097 0.00
C 3.698062 0.235584 2.507903 0.090 0.042 -0.046 0.00
C 4.711882 -0.028118 3.433375 -0.009 -0.014 0.022 0.00
C 4.496278 -0.907063 4.476948 0.004 0.008 -0.010 0.00
C 3.264924 -1.541436 4.620124 -0.015 0.021 -0.025 0.00
C 2.259963 -1.274919 3.706755 -0.027 -0.022 0.031 0.00
C 2.450566 -0.391480 2.646264 -0.077 -0.041 -0.028 0.01
C 1.354916 -0.119770 1.666570 0.053 -0.030 0.285 0.00
O 1.691140 0.517593 0.587233 -0.307 0.053 0.009 0.02
N 0.169964 -0.552335 1.973254 0.015 0.034 -0.208 0.00
N -0.766869 -0.182508 1.010881 0.003 -0.211 -0.058 0.01
C -1.846608 -0.846127 1.051155 -0.006 0.143 0.061 0.00
S -2.119786 -2.199266 2.157465 -0.009 -0.004 0.035 0.00
C -3.586572 -2.777163 1.261493 0.019 -0.005 -0.036 0.00
C -4.352289 -1.554494 0.798247 0.016 0.025 0.030 0.00
S -3.173976 -0.461739 -0.036664 0.069 -0.033 -0.069 0.01
H 3.166587 1.113561 0.933811 -0.068 0.158 0.077 0.00
H 5.661309 0.475676 3.303297 -0.001 0.000 -0.004 0.00
H 5.294626 -1.101695 5.184460 -0.003 0.001 -0.003 0.00
H 3.093012 -2.233289 5.434968 0.000 0.001 -0.002 0.00
H 1.288529 -1.744610 3.790320 0.002 -0.004 0.000 0.00
H -4.176022 -3.398411 1.937934 0.010 0.014 0.007 0.00
H -3.263779 -3.368923 0.403130 -0.004 -0.020 0.009 0.00
H -4.806643 -1.033248 1.642622 -0.021 -0.021 -0.008 0.00
H -5.124112 -1.814280 0.073168 0.004 0.003 -0.006 0.00
C 1.769932 -1.923060 -4.337957 -0.035 0.012 0.017 0.00
N 2.429020 -1.857117 -3.058557 0.063 -0.053 -0.065 0.00
C 2.585288 -3.059923 -2.249067 -0.034 0.035 0.007 0.00
C 2.892335 -2.502075 -0.848712 0.035 0.089 -0.045 0.00
N 3.045651 -1.071940 -1.098940 0.172 -0.226 -0.396 0.00
C 2.585607 -0.741875 -2.327503 0.000 -0.082 0.154 0.01
S 2.210343 0.830416 -2.793938 0.034 0.074 0.004 0.02
H 0.860755 -2.523865 -4.248634 0.011 0.013 -0.035 0.00
H 2.427141 -2.369615 -5.090105 0.004 -0.014 -0.005 0.00
H 1.504632 -0.912596 -4.639892 0.007 0.004 -0.003 0.00
H 3.391742 -3.688268 -2.640504 0.028 0.026 0.006 0.00
H 1.656105 -3.634277 -2.265241 0.025 -0.029 -0.025 0.00
H 3.806986 -2.919796 -0.426674 -0.013 -0.029 0.017 0.00
H 2.066649 -2.686437 -0.158641 -0.026 0.011 0.017 0.00
H 2.824010 -0.402873 -0.366364 -0.010 -0.113 -0.038 0.00
Se -1.348574 -3.758027 -2.494995 0.009 0.079 0.081 0.01
C -0.622108 -2.205516 -1.911436 0.009 -0.156 0.025 0.00
N -0.112961 -1.233974 -1.531706 -0.066 0.017 -0.034 0.02
```
Positions in Å, forces in eV/Å.



Q: What is the charge in the first record?
A: 0